# 1
Formula: C16H25NO3
Source: the OMol25 dataset
Level of theory: ωB97M-V/def2-TZVPD

As for the SMILES: CCOc1cccc(OCCCCN2CCOCC2)c1. As for the largest force on an atom: 0.5 eV/A. The value obtained for the frontier orbital gap is 9.2 eV. The lowest unoccupied orbital energy is 0.91 eV. The value obtained for the relative energy (zero: lowest compared OMol25 entry of this formula, charge and spin) is 58.9 kcal/mol. Its total energy is -905.1087 Ha.

Geometry as XYZ:
```
45
Properties=species:S:1:pos:R:3:forces:R:3
C -1.14735 -4.22705 0.46642 -0.281 0.365 -0.075
C -2.30457 -3.33083 0.05315 -0.034 -0.400 -0.061
O -1.94107 -1.99822 0.35213 0.059 0.222 0.051
C -2.80730 -0.99261 0.04553 -0.135 0.155 -0.053
C -4.05391 -1.15511 -0.54154 0.183 -0.443 0.057
C -4.82458 -0.03152 -0.80535 0.081 0.216 0.045
C -4.37340 1.23384 -0.50477 0.000 0.131 0.001
C -3.11801 1.40328 0.08630 -0.119 -0.142 -0.057
O -2.75514 2.68902 0.35126 -0.344 -0.136 -0.154
C -1.47256 2.93546 0.88872 0.434 0.024 -0.023
C -0.34941 2.72589 -0.13730 -0.132 -0.003 0.314
C 0.97204 2.35149 0.52732 -0.170 0.048 -0.400
C 2.06543 2.00570 -0.49492 -0.083 -0.004 0.242
N 2.85809 0.87745 -0.03388 0.139 0.063 -0.083
C 2.21566 -0.39676 -0.31206 0.207 -0.219 0.191
C 3.03077 -1.51590 0.33309 -0.376 0.023 -0.033
O 4.35180 -1.53535 -0.15550 0.034 -0.117 -0.120
C 4.97723 -0.29501 0.07252 0.135 0.376 -0.123
C 4.20382 0.85292 -0.57842 0.164 -0.269 0.142
C -2.34687 0.28600 0.36318 0.145 0.075 0.102
H -1.38944 -5.26484 0.25633 0.002 -0.115 -0.014
H -0.95150 -4.11334 1.52904 0.031 -0.038 0.108
H -0.25061 -3.95070 -0.08165 0.102 -0.023 -0.060
H -3.21486 -3.60639 0.60381 0.064 0.072 -0.109
H -2.50020 -3.43644 -1.02308 -0.041 0.049 0.129
H -4.43361 -2.13154 -0.79490 0.006 -0.103 -0.009
H -5.79633 -0.15634 -1.25940 -0.079 0.002 -0.036
H -4.96813 2.10812 -0.71282 -0.077 0.112 -0.027
H -1.30659 2.30460 1.77141 -0.028 0.044 -0.041
H -1.50667 3.97664 1.21848 0.028 -0.142 0.038
H -0.22674 3.62956 -0.73627 -0.053 0.001 -0.089
H -0.64991 1.92345 -0.81484 0.036 0.026 -0.037
H 1.30765 3.16721 1.16864 0.064 -0.034 0.117
H 0.82039 1.48282 1.17000 -0.015 -0.024 0.066
H 1.60698 1.79069 -1.47524 0.045 0.029 -0.006
H 2.73148 2.86044 -0.62734 -0.006 -0.023 -0.064
H 1.20622 -0.40092 0.10077 -0.070 -0.026 -0.009
H 2.14874 -0.57892 -1.40068 -0.043 0.027 0.058
H 2.60266 -2.49211 0.09938 -0.029 0.062 0.056
H 3.03928 -1.37048 1.42387 -0.040 -0.036 -0.073
H 5.98026 -0.37460 -0.35028 -0.036 0.057 0.063
H 5.04793 -0.10702 1.15456 0.031 0.008 -0.082
H 4.69948 1.79828 -0.34794 0.018 -0.009 -0.038
H 4.19973 0.71003 -1.67433 0.029 0.039 0.040
H -1.37689 0.34910 0.82658 0.157 0.079 0.056
```
Positions in Å, forces in eV/Å.


# 2
Formula: C16H25OSW
Source: the OMol25 dataset
Level of theory: ωB97M-V/def2-TZVPD

As for the largest force on an atom: 2.4 eV/A. Its charge is +1. Its spin multiplicity is 3. The value obtained for the frontier orbital gap (spin up / spin down) is 7.0 / 7.9 eV. The lowest unoccupied orbital energy (spin up / spin down) is -2.58 / -3.20 eV. The value obtained for the relative energy (zero: lowest compared OMol25 entry of this formula, charge and spin) is 0.0 kcal/mol. Its total energy is -1164.8358 Ha.

Geometry as XYZ:
```
44
Properties=species:S:1:pos:R:3:forces:R:3
C 1.86154 0.77095 -1.46597 -1.864 -0.159 1.093
C 1.89370 -0.11324 -2.69912 0.178 0.037 -0.290
C 1.64896 2.22539 -1.84867 0.551 0.376 -0.455
C 3.18099 0.60799 -0.73114 0.322 -0.051 0.027
H 2.63642 2.66067 -2.08737 -0.317 0.102 -0.101
H 1.21696 2.83450 -1.04846 0.064 -0.010 -0.106
H 1.02140 2.33576 -2.74110 0.082 0.027 0.195
H 2.60718 0.33248 -3.41311 -0.046 -0.240 0.077
H 0.93949 -0.19917 -3.21978 0.114 0.071 -0.014
H 2.24379 -1.12629 -2.47009 0.005 0.152 -0.060
H 3.98664 0.57213 -1.48311 -0.049 0.125 0.167
H 3.23932 -0.32072 -0.15755 -0.010 0.099 -0.129
H 3.40010 1.45052 -0.06614 -0.041 -0.154 -0.051
C -2.42000 0.03665 -0.18780 -0.049 -0.006 -0.372
C -1.94749 1.14837 -0.95768 -0.409 0.294 -0.266
C -1.21906 0.62391 -2.06851 0.123 -0.110 0.215
H -2.20252 2.19794 -0.80842 0.061 -0.420 -0.018
C -1.23341 -0.80831 -1.97622 -0.389 0.157 0.137
C -1.98693 -1.16331 -0.82649 0.213 0.453 -0.468
H -2.29776 -2.17296 -0.56560 0.323 0.311 0.166
H -3.11949 0.09194 0.64481 0.475 -0.008 -0.155
H -0.83808 1.20261 -2.90639 0.030 -0.182 0.403
H -0.86509 -1.49348 -2.73735 0.075 0.210 0.381
C 0.38467 -0.33515 2.41072 0.456 0.493 -0.039
C -0.75848 0.50419 2.27668 0.297 0.162 -0.273
C -0.33796 1.74264 1.68989 0.210 0.230 0.235
H -1.74605 0.29398 2.68432 0.285 0.003 -0.375
C 1.07348 1.65802 1.46783 -0.143 -0.308 -0.131
C 1.50558 0.35819 1.89830 -0.174 0.238 0.584
H 2.54092 0.02271 1.94493 -0.485 0.022 -0.255
H 0.41524 -1.29791 2.92108 -0.092 0.216 -0.497
H -0.94301 2.63993 1.56331 0.167 -0.369 0.013
H 1.71941 2.47011 1.14088 -0.266 -0.315 0.002
W -0.06241 0.30735 -0.06589 0.225 -0.473 0.247
C 2.63113 -3.58462 -0.49519 -0.083 -0.415 -0.132
S 1.01988 -2.90672 -0.86232 0.706 1.942 1.197
C -0.06308 -3.86203 0.18557 0.251 -0.857 -0.069
O 1.20371 -1.61980 0.02038 -0.442 -1.053 -0.899
H 2.63909 -4.61899 -0.83723 0.284 -0.072 0.096
H 2.76334 -3.48353 0.58999 -0.005 -0.151 -0.334
H 3.38449 -2.98774 -1.02941 -0.385 -0.190 0.108
H 0.58622 -4.58427 0.69611 -0.526 0.040 0.108
H -0.54163 -3.17631 0.89303 0.217 -0.168 -0.258
H -0.79259 -4.36647 -0.45490 0.060 -0.049 0.297
```
Positions in Å, forces in eV/Å.


# 3
Formula: C16H26AlCl2O2STi
Source: the OMol25 dataset
Level of theory: ωB97M-V/def2-TZVPD

As for the largest force on an atom: 3.6 eV/A. Its charge is +1. The value obtained for the frontier orbital gap is 3.9 eV. The lowest unoccupied orbital energy is -6.37 eV. Its total energy is -3185.6972 Ha.

Geometry as XYZ:
```
49
Properties=species:S:1:pos:R:3:forces:R:3
C -0.08140 1.51504 3.69174 0.900 -1.123 -0.125
C 0.12016 0.97184 2.20424 -1.824 2.155 2.217
C -0.58771 1.86974 1.13997 -0.193 0.647 0.572
Al -1.80188 0.92687 -0.16713 -1.018 1.259 -0.543
O -2.70423 2.26474 -1.11213 0.390 -1.448 0.452
C -0.81560 -0.20883 -1.56074 -0.270 -0.749 -0.464
C -1.14928 0.16931 -3.04701 0.830 -0.574 -0.175
C -0.15783 1.29352 -3.60146 -1.307 -0.741 -0.554
S 0.61236 2.34628 -2.27599 0.622 0.444 -0.027
C -3.29119 -0.13243 0.80200 0.823 -0.312 -1.371
Cl -3.33935 0.40161 2.54646 -0.147 -0.470 -0.530
C -3.17373 -1.68508 0.60684 -2.625 -0.065 0.974
C -4.51213 -2.34746 1.15843 -0.136 -0.695 0.433
Cl -1.78470 -2.44980 1.50806 -0.068 0.567 -0.573
O 1.55437 0.97845 1.94887 -0.064 -1.244 -2.010
C 1.57891 0.45450 0.64466 2.284 -2.285 1.226
C 2.85689 -0.44502 0.31085 1.349 -0.169 -1.720
C 3.83473 -0.90637 1.29547 0.472 -0.659 -2.283
C 4.92252 -1.76546 0.80857 -0.841 0.037 -1.743
C 5.05888 -2.17736 -0.61482 -1.858 1.423 0.510
C 4.10175 -1.71838 -1.63158 0.313 0.483 2.852
C 3.02222 -0.86112 -1.16877 0.767 0.591 1.418
H -1.02072 2.09868 3.81192 0.824 -0.450 -0.161
H -0.11420 0.60634 4.35934 -0.142 1.016 -0.469
H 0.83362 2.08760 4.01981 -1.073 -0.255 -0.476
H -0.31496 -0.06558 2.22862 0.882 0.580 -0.395
H -1.23389 2.59779 1.71142 0.560 -0.654 -0.765
H 0.13559 2.51762 0.55578 -0.449 -0.471 0.794
H -3.58259 1.89283 -1.31116 0.448 0.558 0.013
H 0.30750 -0.22505 -1.48491 -0.971 -0.234 -0.057
H -1.17114 -1.27432 -1.40774 0.576 0.945 -0.140
H -0.92979 -0.74494 -3.67748 -0.199 1.033 0.360
H -2.22842 0.39902 -3.23077 1.020 0.246 0.356
H -0.70029 1.97679 -4.30826 0.781 -0.474 0.707
H 0.67632 0.78036 -4.14713 -0.531 0.790 0.625
H -0.13208 3.50025 -2.12829 0.364 -0.934 -0.230
H -4.27609 0.16531 0.33636 0.864 -0.375 0.646
H -3.11744 -1.97979 -0.47321 0.437 0.548 0.976
H -5.26334 -2.53949 0.34705 0.823 0.285 0.511
H -5.02474 -1.70819 1.92426 0.694 -0.401 -0.690
H -4.31833 -3.33354 1.66712 -0.130 0.921 -0.655
H 0.69660 -0.24313 0.55500 0.764 1.031 -0.885
H 1.54867 1.29754 -0.14569 -1.105 -0.517 0.381
H 3.74396 -0.61938 2.37115 0.045 -0.324 -1.150
H 5.70272 -2.18477 1.48978 -0.956 0.621 -0.453
H 5.87923 -2.84705 -0.96305 -0.708 0.652 0.676
H 4.21247 -2.05585 -2.69048 -0.278 0.485 1.095
H 2.27227 -0.49048 -1.92153 0.543 -0.666 0.932
Ti 3.15526 1.89681 -0.97438 -1.479 -1.032 -0.081
```
Positions in Å, forces in eV/Å.


# 4
Formula: C16H26Cl2Cu2N2O4
Source: the OMol25 dataset
Level of theory: ωB97M-V/def2-TZVPD

As for the largest force on an atom: 2.6 eV/A. The value obtained for the frontier orbital gap is 2.1 eV. The lowest unoccupied orbital energy is -3.44 eV. The value obtained for the relative energy (zero: lowest compared OMol25 entry of this formula, charge and spin) is 17.6 kcal/mol. Its total energy is -5236.7227 Ha.

Geometry as XYZ:
```
52
Properties=species:S:1:pos:R:3:forces:R:3
C 0.96018 0.80105 -7.56975 -0.444 -0.179 0.094
N 0.47432 0.21292 -6.30765 0.397 0.190 -0.792
C 1.04800 -0.91259 -5.85707 0.761 -0.776 2.369
C 0.74706 -1.42105 -4.59641 -0.201 0.443 -1.008
C -0.26603 -0.82058 -3.84536 -1.071 0.530 0.963
C -0.91183 0.30968 -4.40194 0.831 0.594 0.154
C -0.48767 0.83316 -5.58892 -0.333 -0.266 0.145
C -0.67356 -1.27330 -2.50126 0.439 -0.813 -1.759
C 0.20644 -2.10955 -1.80055 -1.185 0.204 1.581
C -0.23862 -2.55134 -0.56823 0.855 0.573 0.619
N -1.46735 -2.29005 -0.05595 -0.049 0.548 -0.695
C -2.32978 -1.56041 -0.78106 -0.146 0.527 0.221
C -1.96675 -1.05290 -2.00843 0.542 0.453 0.310
C -1.73712 -2.57275 1.36242 0.692 -1.053 -0.133
H 1.04906 -0.01811 -8.27894 0.081 0.207 -0.194
H 1.90967 1.31879 -7.44816 0.047 -0.135 0.183
H 0.21450 1.51764 -7.90308 0.046 -0.068 -0.172
H 1.93267 -1.33078 -6.31532 -0.278 0.208 -0.774
H 1.28892 -2.26809 -4.20614 0.052 -0.071 -0.219
H -1.52753 0.93528 -3.77147 -0.391 -0.186 -0.206
H -0.88371 1.73726 -6.02629 -0.020 0.049 0.122
H 1.24657 -2.22562 -2.05573 -0.017 -0.185 -0.052
H 0.45719 -2.92989 0.16924 -0.032 -0.417 -0.167
H -3.27129 -1.32097 -0.30424 0.000 -0.037 0.057
H -2.62951 -0.37341 -2.52200 -0.262 -0.269 -0.022
H -1.18075 -1.85509 1.96663 -0.067 0.094 -0.011
H -1.33956 -3.58175 1.48511 -0.052 0.055 0.471
H -2.78891 -2.56244 1.62286 -0.028 0.312 -0.342
Cu -1.52471 1.25524 0.47153 0.392 -0.418 2.078
Cu -0.92457 0.34359 2.92277 0.531 0.134 1.023
C -0.57504 0.82780 6.03556 -0.907 0.860 0.638
O -0.85056 -0.09095 5.05452 0.190 0.271 -1.527
H -1.21406 0.76141 6.94111 0.036 -1.018 0.135
H 0.45306 0.84712 6.42963 0.265 -0.124 -0.200
H -0.86565 1.88367 5.86600 0.506 0.148 -0.930
C -0.16551 3.64805 3.12792 0.000 -0.214 -0.407
O -0.51113 3.40905 1.82862 -0.013 -0.559 -1.005
H 0.91689 3.64887 3.36374 0.138 -0.318 -0.269
H -0.44053 4.69181 3.37627 -0.444 -0.106 0.427
H -0.65156 2.89785 3.76986 -0.081 0.475 0.600
O -2.92799 0.18759 1.94307 0.831 0.034 -0.851
H -2.83660 -0.10472 2.86688 -0.590 0.175 -0.116
O 0.21557 0.16533 1.04410 -1.379 -0.065 -0.728
H 0.68732 0.65128 0.36043 0.554 0.200 0.416
Cl 4.31833 1.94246 3.91420 -0.015 -0.212 0.013
C 3.29222 0.66523 4.62478 -1.048 0.055 0.599
C 2.40082 -0.05997 3.61528 0.508 0.041 0.871
Cl 3.25484 -1.51293 3.00048 0.021 -0.017 -0.501
H 2.61296 1.11612 5.35178 0.016 0.520 -0.299
H 3.90011 0.02899 5.26346 0.249 -0.294 -0.547
H 2.08803 0.60643 2.81581 0.117 -0.238 -0.222
H 1.51315 -0.44443 4.11989 -0.045 0.137 0.058
```
Positions in Å, forces in eV/Å.